[1]
2 unconnected molecules or ions with the total composition C14H16 at a distorted geometry, computed with wB97M-V/def2-TZVPD.

Structure (XYZ):
```
30
Properties=species:S:1:pos:R:3
C -2.2564 3.8520 -1.8052
C -1.9717 2.4488 -1.5605
C -3.0397 1.5448 -1.4416
C -2.8300 0.1641 -1.6091
C -1.5659 -0.2081 -1.8868
C -0.5212 0.6031 -2.2875
C -0.7497 1.9502 -2.0149
H -3.3427 3.9664 -2.1081
H -1.6055 4.3917 -2.4782
H -2.1977 4.3861 -0.8635
H -4.1062 1.7917 -1.2097
H -3.6826 -0.4691 -1.8392
H -1.2280 -1.3323 -1.9487
H 0.5382 0.3860 -2.6474
H 0.0298 2.6386 -2.0113
C 1.0026 -2.3672 3.7549
C 1.5096 -1.8093 2.4180
C 2.4132 -0.6823 2.3220
C 3.1596 -0.3837 1.1924
C 3.0471 -1.3326 0.1285
C 1.9941 -2.2743 0.2167
C 1.1977 -2.6357 1.2956
H 0.5863 -3.3628 3.6091
H 0.0443 -1.8168 4.0459
H 1.5082 -2.2982 4.6857
H 2.2100 0.0241 3.0491
H 3.8841 0.5250 1.1290
H 3.6871 -1.5089 -0.6591
H 1.9186 -2.7836 -0.7649
H 0.3668 -3.4074 1.2890
```

As for the HOMO energy: -8.59 eV. The total charge is 0. For the frontier orbital gap, the calculation gives 9.49 eV. Its structure (SMILES) is Cc1ccccc1.Cc1ccccc1. The total energy comes out at -14774.5898 eV. As for the energy relative to the best compared isomer or geometry (same formula, charge and spin): 306.40 kJ/mol. The value obtained for the LUMO energy is 0.90 eV.

Charges obtained by natural (NBO) population analysis, quoted in units of e: atom 1 (C): -0.630, atom 2 (C): -0.045, atom 3 (C): -0.187, atom 4 (C): -0.241, atom 5 (C): -0.201, atom 6 (C): -0.214, atom 7 (C): -0.194, atom 8 (H): 0.218, atom 9 (H): 0.222, atom 10 (H): 0.215, atom 11 (H): 0.208, atom 12 (H): 0.223, atom 13 (H): 0.201, atom 14 (H): 0.229, atom 15 (H): 0.196, atom 16 (C): -0.649, atom 17 (C): 0.027, atom 18 (C): -0.252, atom 19 (C): -0.192, atom 20 (C): -0.238, atom 21 (C): -0.198, atom 22 (C): -0.234, atom 23 (H): 0.217, atom 24 (H): 0.213, atom 25 (H): 0.229, atom 26 (H): 0.210, atom 27 (H): 0.224, atom 28 (H): 0.211, atom 29 (H): 0.201, atom 30 (H): 0.231


[2]
2 unconnected molecules or ions with the total composition C14H16 at a distorted geometry, computed with wB97M-V/def2-TZVPD.

Structure (XYZ):
```
30
Properties=species:S:1:pos:R:3
C -0.2249 3.0587 -0.8513
C 0.9225 2.1121 -0.5729
C 1.5446 2.1103 0.6946
C 2.1399 0.8801 1.0769
C 2.2458 -0.1885 0.2211
C 1.7699 -0.0935 -1.0857
C 1.1024 1.0071 -1.4833
H -0.9945 2.3866 -1.2573
H 0.0251 3.8637 -1.5391
H -0.4575 3.4525 0.0757
H 1.3583 2.9227 1.3619
H 2.6282 0.6896 2.1394
H 2.6256 -1.1926 0.5712
H 2.0389 -1.0270 -1.6283
H 0.7687 1.2175 -2.5463
C -2.2691 0.0793 -0.7914
C -1.5891 -0.9581 0.0560
C -1.0690 -0.6279 1.2280
C -0.3484 -1.5656 1.9477
C -0.0306 -2.8064 1.3619
C -0.5832 -3.1565 0.1206
C -1.4532 -2.2162 -0.5264
H -3.1359 -0.5334 -1.2854
H -1.6738 0.3829 -1.6583
H -2.5159 0.8308 0.0415
H -1.3303 0.3759 1.5593
H 0.1257 -1.3688 2.8754
H 0.8190 -3.2689 1.7402
H -0.2632 -3.9452 -0.4576
H -2.1761 -2.4213 -1.3881
```

As for the HOMO energy: -8.66 eV. The total charge is 0. For the frontier orbital gap, the calculation gives 9.63 eV. Its structure (SMILES) is Cc1ccccc1.Cc1ccccc1. The total energy comes out at -14775.4582 eV. As for the energy relative to the best compared isomer or geometry (same formula, charge and spin): 222.62 kJ/mol. The value obtained for the LUMO energy is 0.97 eV.

Charges obtained by natural (NBO) population analysis, quoted in units of e: atom 1 (C): -0.638, atom 2 (C): 0.031, atom 3 (C): -0.248, atom 4 (C): -0.196, atom 5 (C): -0.232, atom 6 (C): -0.203, atom 7 (C): -0.249, atom 8 (H): 0.225, atom 9 (H): 0.218, atom 10 (H): 0.211, atom 11 (H): 0.214, atom 12 (H): 0.213, atom 13 (H): 0.216, atom 14 (H): 0.221, atom 15 (H): 0.216, atom 16 (C): -0.631, atom 17 (C): -0.030, atom 18 (C): -0.224, atom 19 (C): -0.175, atom 20 (C): -0.237, atom 21 (C): -0.202, atom 22 (C): -0.196, atom 23 (H): 0.214, atom 24 (H): 0.225, atom 25 (H): 0.219, atom 26 (H): 0.208, atom 27 (H): 0.208, atom 28 (H): 0.208, atom 29 (H): 0.206, atom 30 (H): 0.210